ORCA calculation (ωB97M-V with the def2-TZVPD basis set) on C24H48AsN2O as an isolated structure in a non-equilibrium geometry.

Geometry as XYZ:
```
76
Properties=species:S:1:pos:R:3:mulliken_charge:R:1
C -2.016 2.616 6.484 -0.57
O -1.917 3.897 5.736 -0.36
C -2.398 3.740 4.356 -0.18
C -2.156 5.029 3.376 -0.52
C -1.080 4.798 2.163 -0.61
C -1.781 4.263 0.742 -0.41
C -2.439 2.809 1.093 -0.12
C -2.979 1.934 -0.169 -0.59
C -2.243 2.129 -1.591 -0.90
C -0.650 1.684 -1.685 -0.19
C -0.108 0.747 -0.479 0.01
As 1.694 -0.134 -0.672 1.22
C 1.115 -1.320 0.901 -1.23
N 1.816 -2.636 1.024 -0.37
C 2.329 1.277 -2.019 -1.02
N 1.946 1.003 -3.449 -0.46
C 1.062 -1.416 -2.070 -0.44
C 0.040 -2.638 -1.606 -0.10
C -1.605 -2.422 -1.372 0.08
C -2.654 -3.617 -0.955 -0.64
C -2.154 -5.163 -0.741 0.56
C -3.082 -6.442 -0.298 -0.92
C -0.562 -5.450 -1.010 -0.73
C 0.491 -4.226 -1.427 -0.26
C 3.615 -0.771 -0.591 -1.56
C 4.300 -1.592 -1.752 0.70
C 3.951 -3.228 -1.839 -1.11
C 4.460 -0.982 -3.253 -1.20
H -3.113 2.290 6.730 0.24
H -1.394 1.737 5.988 0.26
H -1.490 2.814 7.531 0.22
H -1.992 2.731 3.870 0.21
H -3.580 3.586 4.423 0.20
H -1.727 5.905 4.064 0.26
H -3.220 5.418 3.008 0.27
H -0.391 5.739 2.001 0.33
H -0.379 3.896 2.503 0.26
H -1.024 4.271 -0.154 0.20
H -2.655 5.044 0.521 0.31
H -3.383 3.029 1.790 0.21
H -1.683 2.212 1.762 0.04
H -4.125 2.236 -0.320 0.38
H -3.018 0.770 0.094 0.13
H -2.358 3.271 -1.913 0.31
H -2.856 1.525 -2.418 0.30
H -0.086 2.733 -1.788 0.27
H -0.572 1.208 -2.778 0.12
H -1.004 0.000 -0.222 -0.33
H -0.089 1.459 0.483 -0.29
H 2.172 0.892 0.435 0.16
H -0.033 -1.533 0.936 0.33
H 1.348 -0.729 1.914 0.27
H 1.065 -3.353 1.196 0.26
H 2.365 -2.634 1.933 0.27
H 3.522 1.355 -2.075 0.40
H 2.037 2.371 -1.634 0.18
H 1.301 1.792 -3.735 0.23
H 2.788 1.136 -4.074 0.26
H 1.817 -1.795 -2.862 0.42
H 0.267 -0.788 -2.717 0.36
H -2.104 -1.347 -1.518 0.16
H -3.815 -3.404 -0.776 0.19
H -4.083 -6.549 -0.932 0.25
H -2.482 -7.471 -0.386 0.26
H -3.444 -6.389 0.834 0.22
H -0.150 -6.565 -0.904 0.11
H 1.589 -4.580 -1.598 0.06
H 3.900 -1.319 0.437 0.15
H 4.275 0.222 -0.440 0.48
H 5.451 -1.662 -1.404 0.36
H 3.441 -3.591 -0.849 0.28
H 3.245 -3.441 -2.778 0.20
H 4.941 -3.852 -2.070 0.34
H 3.532 -1.050 -3.953 0.18
H 4.880 0.135 -3.264 0.28
H 5.319 -1.619 -3.787 0.36
```

- orbital gap (eV) = 6.1603
- multiplicity = 1
- ΔE to the lowest compared entry with this formula, charge and spin (eV) = 15.707
- net charge = -1

***

ORCA calculation (ωB97M-V with the def2-TZVPD basis set) on C24H48CaO24 as an isolated structure in a non-equilibrium geometry.

Geometry as XYZ:
```
97
Properties=species:S:1:pos:R:3:mulliken_charge:R:1
Ca 0.064 -0.077 -0.125 3.11
C -1.560 3.140 4.110 -0.87
O -1.141 2.413 2.955 -0.09
C -1.699 2.479 1.700 0.06
O -1.327 1.699 0.748 0.15
O -2.726 3.322 1.696 -0.38
C -3.507 3.460 0.581 -0.43
H -1.683 4.186 3.829 0.37
H -0.762 3.104 4.851 0.24
H -2.519 2.823 4.521 0.29
H -4.381 2.809 0.607 0.12
H -3.019 3.225 -0.365 0.06
H -3.905 4.473 0.534 0.37
C 3.252 -1.068 -3.511 -0.59
O 4.060 -0.651 -2.384 -0.46
C 3.448 -0.439 -1.195 -0.03
O 2.231 -0.478 -1.052 -0.02
O 4.397 -0.065 -0.228 -0.06
C 5.691 0.508 -0.517 -0.76
H 3.121 -2.149 -3.545 0.24
H 3.843 -0.663 -4.332 0.35
H 2.384 -0.441 -3.719 0.13
H 6.190 0.401 0.446 0.20
H 5.497 1.523 -0.864 0.29
H 6.208 -0.064 -1.289 0.33
C 0.988 4.824 -0.205 -0.28
O 1.628 4.279 -1.298 -0.46
C 1.628 2.943 -1.614 0.21
O 0.961 2.112 -0.962 0.42
O 2.259 2.717 -2.783 -0.23
C 2.765 3.800 -3.647 -0.74
H 1.218 5.889 -0.229 0.33
H 1.443 4.356 0.667 -0.01
H -0.035 4.449 -0.160 0.13
H 2.656 3.270 -4.593 0.27
H 3.842 3.848 -3.487 0.29
H 2.209 4.736 -3.680 0.32
C -1.773 -4.904 -2.482 -1.00
O -1.392 -3.615 -1.903 0.02
C -0.097 -3.294 -1.557 -0.09
O 0.172 -2.186 -1.124 0.39
O 0.704 -4.230 -1.994 -0.41
C 2.094 -4.264 -1.662 -0.16
H -1.484 -5.749 -1.857 0.35
H -1.174 -5.301 -3.302 0.37
H -2.829 -4.924 -2.753 0.36
H 2.571 -5.195 -1.967 0.34
H 2.297 -4.037 -0.616 0.22
H 2.609 -3.480 -2.219 -0.28
C -2.319 2.094 -3.722 -0.53
O -2.220 0.744 -3.963 -0.39
C -1.681 -0.142 -3.099 -0.15
O -0.918 0.248 -2.136 -0.40
O -2.137 -1.398 -3.237 -0.12
C -3.021 -1.633 -4.336 -0.95
H -1.715 2.534 -4.515 0.27
H -1.943 2.457 -2.765 0.07
H -3.360 2.365 -3.900 0.33
H -2.941 -2.693 -4.576 0.30
H -2.729 -1.067 -5.221 0.42
H -4.087 -1.512 -4.146 0.31
C 1.558 -3.189 4.389 -0.89
O 1.316 -2.443 3.240 -0.16
C 0.087 -2.284 2.703 0.46
O 0.004 -1.960 1.570 -0.14
O -0.855 -2.554 3.509 -0.41
C -2.195 -2.676 3.160 -0.36
H 0.703 -3.796 4.686 0.39
H 1.784 -2.490 5.195 0.29
H 2.481 -3.736 4.196 0.26
H -2.646 -3.437 3.797 0.38
H -2.186 -3.019 2.125 -0.02
H -2.813 -1.786 3.043 0.16
C 2.897 3.400 3.526 -0.79
O 2.042 2.582 2.633 -0.11
C 2.144 1.322 2.399 0.02
O 1.256 0.738 1.744 -0.01
O 3.342 0.791 2.978 -0.44
C 3.883 -0.558 2.721 -0.49
H 3.015 4.313 2.941 0.30
H 3.912 3.028 3.666 0.33
H 2.407 3.787 4.419 0.27
H 3.848 -1.244 3.568 0.30
H 4.946 -0.394 2.545 0.31
H 3.466 -1.050 1.842 0.00
C -5.151 0.230 2.082 -1.03
O -3.852 0.239 1.595 0.19
C -3.420 -0.717 0.733 -0.49
O -2.355 -0.714 0.225 0.93
O -4.239 -1.747 0.663 -0.49
C -3.896 -2.950 -0.108 -0.42
H -5.851 0.019 1.274 0.38
H -5.385 1.179 2.565 0.22
H -5.189 -0.620 2.763 0.37
H -4.470 -3.784 0.296 0.35
H -2.836 -3.108 0.090 0.01
H -4.094 -2.883 -1.178 0.21
```

- orbital gap (eV) = 11.5824
- multiplicity = 1
- ΔE to the lowest compared entry with this formula, charge and spin (eV) = 4.314
- net charge = +2

***

ORCA calculation (ωB97M-V with the def2-TZVPD basis set) on a 9-piece molecular cluster, C24H48Cl8O13 overall in a non-equilibrium geometry.

Geometry as XYZ:
```
93
Properties=species:S:1:pos:R:3:mulliken_charge:R:1
C -0.740 -0.316 -4.701 -0.11
Cl -1.495 -1.460 -3.572 -0.07
Cl -0.419 1.269 -4.043 -0.07
H 0.183 -0.765 -5.067 -0.19
H -1.404 -0.257 -5.564 0.42
C -2.761 -3.841 -0.570 0.11
Cl -0.982 -3.461 -0.895 -0.10
Cl -3.754 -3.824 -1.982 -0.11
H -2.841 -4.852 -0.172 0.41
H -3.043 -3.056 0.133 -0.29
C -0.177 4.405 -1.865 -0.44
Cl -1.264 3.049 -1.278 -0.04
Cl -0.829 4.984 -3.437 -0.13
H -0.263 5.202 -1.127 0.33
H 0.846 4.030 -1.891 0.30
C 0.541 3.281 2.032 0.47
Cl 1.852 3.574 0.934 -0.13
Cl -0.656 4.623 1.959 -0.17
H 0.074 2.358 1.688 -0.54
H 0.930 3.161 3.043 0.34
C -0.613 -0.124 7.284 -1.07
C -0.226 1.228 6.598 0.00
O -1.452 1.848 6.137 -0.33
C -1.689 1.820 4.799 0.67
O -0.994 1.339 3.935 -0.47
O -2.955 2.365 4.543 -0.39
C -3.343 2.508 3.156 -0.15
H -1.354 0.045 8.064 0.32
H 0.209 -0.716 7.686 0.37
H -1.101 -0.699 6.497 0.28
H 0.600 1.205 5.887 0.10
H 0.133 1.823 7.438 0.27
H -3.233 1.536 2.674 0.13
H -2.757 3.308 2.704 0.02
H -4.377 2.847 3.214 0.25
C -6.630 -2.285 0.677 -1.07
C -5.553 -1.282 1.143 -0.04
O -5.591 -0.085 0.396 -0.21
C -6.081 1.068 0.826 0.82
O -6.438 1.384 1.968 -0.62
O -6.093 1.868 -0.253 -0.32
C -6.517 3.203 -0.193 -0.64
H -7.475 -1.779 0.210 0.34
H -6.937 -2.838 1.564 0.34
H -6.211 -3.021 -0.009 0.23
H -4.536 -1.674 1.112 0.05
H -5.738 -1.119 2.204 0.36
H -6.476 3.668 -1.178 0.24
H -5.862 3.812 0.430 0.26
H -7.560 3.181 0.123 0.31
C 2.420 -2.297 -2.329 -0.52
C 2.813 -1.263 -3.390 -0.22
O 2.540 -2.040 -4.591 -0.21
C 2.970 -1.614 -5.835 0.73
O 3.624 -0.618 -6.121 -0.57
O 2.387 -2.459 -6.682 -0.32
C 2.343 -2.158 -8.076 -0.70
H 2.139 -1.804 -1.398 -0.33
H 3.211 -3.016 -2.112 0.36
H 1.568 -2.893 -2.653 0.38
H 3.884 -1.074 -3.317 0.37
H 2.252 -0.329 -3.420 0.22
H 2.098 -3.024 -8.691 0.26
H 3.320 -1.789 -8.387 0.32
H 1.567 -1.451 -8.371 0.28
O 5.789 0.598 -1.986 -0.51
C 6.678 0.073 -1.378 0.65
O 6.642 -0.584 -0.125 -0.36
C 5.398 -0.936 0.379 0.43
C 5.543 -2.256 1.206 -1.23
C 8.095 -0.083 -1.896 -1.00
H 4.522 -1.134 -0.239 -0.07
H 5.242 0.012 0.893 0.23
H 4.812 -2.374 2.005 0.36
H 6.374 -2.089 1.891 0.40
H 5.594 -3.161 0.600 0.29
H 8.632 -0.636 -1.125 0.31
H 8.708 0.804 -2.053 0.30
H 8.218 -0.662 -2.811 0.28
O 2.345 -0.263 0.765 -0.02
C 1.493 -0.112 1.598 0.72
O 0.226 -0.129 1.357 -0.21
C -0.236 -0.055 0.009 1.13
C -1.729 -0.314 0.083 -1.21
C 1.864 -0.023 3.130 -0.89
H 0.179 -0.913 -0.521 -0.56
H 0.024 0.881 -0.486 0.09
H -1.957 -0.661 -0.925 0.33
H -2.342 0.514 0.439 0.25
H -1.981 -1.203 0.660 0.19
H 1.903 1.000 3.503 0.15
H 2.810 -0.445 3.468 0.47
H 1.074 -0.549 3.667 0.36
```

- orbital gap (alpha / beta) (eV) = 9.0308 / 3.5438
- ⟨S²⟩ = 0.756
- multiplicity = 2
- net charge = +1

***

ORCA calculation (ωB97M-V with the def2-TZVPD basis set) on a 7-piece molecular cluster, C24H48ClIN2O11P2S overall in a non-equilibrium geometry.

Geometry as XYZ:
```
90
Properties=species:S:1:pos:R:3:mulliken_charge:R:1
C 5.949 -2.224 2.173 -1.17
C 4.570 -2.941 1.776 -0.08
C 3.657 -2.057 0.870 0.51
O 3.962 -1.941 -0.299 -0.63
O 2.509 -1.393 1.276 -0.11
C 2.291 -1.457 2.701 -0.77
C 1.152 -0.376 3.052 -2.22
C 0.521 0.143 1.698 0.20
C 0.981 1.463 1.078 0.36
P 2.325 2.436 1.932 0.32
C 3.813 1.392 2.368 -0.34
C 1.691 3.442 3.378 -1.08
C 0.322 1.917 -0.160 0.27
P 0.793 3.504 -1.001 0.61
O 1.542 4.613 -0.031 -0.49
O -0.520 4.313 -1.656 -0.43
S 2.026 3.023 -2.440 -0.46
C -0.749 1.060 -0.796 -0.34
N -1.286 1.547 -1.984 -0.16
C -2.271 0.777 -2.500 0.64
C -2.960 1.297 -3.828 -1.08
C -3.072 2.879 -3.677 1.12
C -4.367 3.476 -4.348 -1.23
O -1.855 3.488 -4.157 -0.59
C -2.714 -0.484 -1.830 -0.02
C -3.911 -1.277 -2.501 -1.11
C -5.234 -0.846 -1.736 -0.46
C -5.352 0.699 -1.464 -0.30
I -7.284 1.232 -0.569 -0.01
N -2.207 -1.039 -0.701 -0.24
C -1.203 -0.205 -0.213 0.33
C -0.524 -0.671 1.054 0.48
C -0.986 -2.035 1.676 -1.39
C -0.745 -3.288 0.757 0.41
C 0.756 -3.697 0.547 -0.99
Cl -1.555 -4.724 1.610 -0.25
H 5.942 -1.126 1.935 0.34
H 6.773 -2.695 1.570 0.35
H 6.207 -2.406 3.255 0.26
H 4.074 -3.373 2.681 0.34
H 4.876 -3.822 1.144 0.23
H 3.234 -1.109 3.194 0.69
H 2.005 -2.491 3.043 0.59
H 0.349 -0.824 3.706 0.54
H 1.590 0.464 3.657 0.17
H 3.965 0.612 1.584 -0.36
H 3.763 0.961 3.417 0.37
H 4.739 2.036 2.369 0.50
H 2.415 4.299 3.515 0.36
H 0.729 3.925 3.036 0.33
H 1.560 2.882 4.340 0.35
H 2.509 4.550 -0.148 0.36
H -1.085 4.673 -0.935 0.34
H -3.985 0.884 -3.975 0.22
H -2.263 1.066 -4.681 0.40
H -3.126 3.173 -2.582 -0.35
H -4.317 4.597 -4.191 0.44
H -4.463 3.233 -5.436 0.24
H -5.238 3.126 -3.731 0.26
H -1.942 4.450 -4.016 0.34
H -3.751 -2.369 -2.258 0.36
H -3.954 -1.140 -3.606 0.44
H -5.347 -1.365 -0.739 0.29
H -6.116 -1.133 -2.377 0.44
H -4.595 1.084 -0.720 0.33
H -5.239 1.340 -2.375 -0.20
H -2.102 -1.955 1.849 0.39
H -0.537 -2.257 2.675 0.44
H -1.229 -3.241 -0.247 0.23
H 1.259 -2.943 -0.125 0.13
H 0.761 -4.690 0.020 0.55
H 1.263 -3.807 1.539 0.17
O -6.971 2.060 -4.863 -0.56
H -7.766 1.516 -4.800 0.27
H -7.238 2.802 -5.418 0.29
O -3.071 4.836 -0.262 -0.68
H -4.034 4.855 -0.241 0.33
H -2.862 3.935 -0.542 0.25
O 5.006 -6.351 1.861 -0.65
H 4.219 -6.873 1.667 0.28
H 5.573 -6.487 1.092 0.34
O 8.104 -6.437 2.338 -0.63
H 7.155 -6.388 2.503 0.34
H 8.443 -6.960 3.073 0.32
O -4.489 0.549 1.699 -0.61
H -5.456 0.561 1.712 0.26
H -4.269 -0.354 1.439 0.29
O 6.137 0.820 0.445 -0.58
H 7.061 0.827 0.169 0.28
H 5.670 0.437 -0.310 0.30
```

- orbital gap (eV) = 6.6512
- multiplicity = 1
- SMILES = CCC(=O)OCCc1c(P(C)C)c(P(O)(O)=S)c2nc(C[C@H](C)O)c(CCCI)nc2c1C[C@@H](C)Cl.O.O.O.O.O.O
- net charge = 0

***

ORCA calculation (ωB97M-V with the def2-TZVPD basis set) on a 3-piece molecular cluster, C24H48FN4O3P overall in a non-equilibrium geometry.

Geometry as XYZ:
```
81
Properties=species:S:1:pos:R:3:mulliken_charge:R:1
C 0.169 1.048 -2.314 -0.78
C 0.788 -0.016 -3.183 0.36
F 0.142 0.004 -4.413 -0.38
C 0.745 -1.463 -2.699 -0.34
N -0.648 -1.925 -2.596 -0.28
C -1.031 -1.971 -1.241 0.07
O -2.102 -2.362 -0.857 -0.58
C 0.120 -1.492 -0.369 -0.84
C 1.323 -1.705 -1.290 0.03
P 2.893 -0.997 -0.737 0.42
N 3.464 -1.695 0.532 -0.80
H -0.844 0.790 -2.005 0.26
H 0.121 1.972 -2.887 0.04
H 0.783 1.254 -1.438 0.23
H 1.834 0.232 -3.402 0.28
H 1.285 -2.039 -3.453 0.49
H -0.835 -2.818 -3.034 0.37
H 0.171 -2.075 0.548 0.53
H -0.041 -0.447 -0.094 0.25
H 1.564 -2.778 -1.242 0.38
H 2.681 0.394 -0.697 -0.03
H 3.652 -1.142 -1.918 0.09
H 3.650 -1.076 1.310 0.25
C 1.880 6.742 -3.863 -1.72
C 1.326 5.903 -2.693 2.04
C 0.772 6.781 -1.560 -1.46
C 1.845 7.497 -0.749 -0.41
C 2.860 6.499 -0.202 -1.26
C 3.500 5.640 -1.300 1.67
N 2.387 5.014 -2.101 0.38
O 1.941 3.930 -1.604 -0.52
C 4.439 6.488 -2.161 -1.87
C 4.321 4.513 -0.685 -1.91
C 0.205 5.017 -3.227 -2.13
H 1.300 6.544 -4.764 0.49
H 1.824 7.812 -3.662 0.34
H 2.910 6.496 -4.098 0.33
H 0.190 6.142 -0.889 0.38
H 0.075 7.499 -2.001 0.38
H 2.341 8.261 -1.353 0.28
H 1.373 8.025 0.082 0.38
H 3.661 7.014 0.335 0.40
H 2.366 5.836 0.514 0.38
H 4.795 5.922 -3.022 0.39
H 5.304 6.756 -1.553 0.44
H 3.991 7.413 -2.514 0.38
H 3.735 3.925 0.015 0.37
H 5.169 4.950 -0.156 0.42
H 4.702 3.845 -1.459 0.45
H 0.589 4.311 -3.965 0.52
H -0.531 5.659 -3.713 0.50
H -0.284 4.457 -2.434 0.38
C -2.856 -6.294 1.266 -1.84
C -3.330 -4.981 1.926 2.04
C -2.153 -4.060 2.284 -1.22
C -1.324 -4.543 3.467 -0.63
C -2.210 -4.779 4.686 -1.27
C -3.362 -5.751 4.402 1.59
N -4.100 -5.249 3.189 0.51
O -4.992 -4.379 3.453 -0.63
C -2.826 -7.173 4.221 -1.86
C -4.343 -5.769 5.569 -1.83
C -4.243 -4.257 0.944 -1.96
H -3.239 -6.350 0.247 0.51
H -1.767 -6.357 1.215 0.34
H -3.220 -7.175 1.783 0.33
H -2.559 -3.070 2.514 0.45
H -1.538 -3.945 1.388 0.16
H -0.774 -5.453 3.208 0.29
H -0.568 -3.792 3.708 0.43
H -1.626 -5.177 5.520 0.43
H -2.633 -3.825 5.013 0.38
H -3.617 -7.847 3.890 0.38
H -2.467 -7.524 5.190 0.44
H -1.996 -7.241 3.522 0.38
H -4.694 -4.771 5.814 0.38
H -3.839 -6.192 6.440 0.41
H -5.211 -6.387 5.334 0.44
H -5.140 -4.845 0.744 0.47
H -3.694 -4.117 0.013 0.48
H -4.545 -3.281 1.311 0.38
```

- orbital gap (alpha / beta) (eV) = 8.2079 / 9.2939
- ⟨S²⟩ = 2.008
- multiplicity = 3
- ΔE to the lowest compared entry with this formula, charge and spin (eV) = 0.000
- net charge = 0